Formula: C20H28N4O4
Source: the Open Molecules 2025 dataset
Level of theory: the ωB97M-V functional and the def2-TZVPD basis

The geometry in XYZ format:
```
56
Properties=species:S:1:pos:R:3:forces:R:3:nbo_charge:R:1
C 1.23961 -2.78484 5.91686 0.0 0.0 0.0 -0.63
C 0.47132 -3.52497 4.84275 0.0 0.0 0.0 0.08
O 1.39874 -3.90404 3.78245 0.0 0.0 0.0 -0.36
N 1.24246 -3.03049 2.72926 0.0 0.0 0.0 -0.08
C 0.20061 -2.32410 2.90344 0.0 0.0 0.0 0.10
C -0.21637 -1.29331 1.90523 0.0 0.0 0.0 0.64
O -1.23052 -0.63785 2.08936 0.0 0.0 0.0 -0.62
N 0.59342 -1.15438 0.83863 0.0 0.0 0.0 -0.60
C 0.29185 -0.20669 -0.21924 0.0 0.0 0.0 -0.22
C -0.74729 -0.74090 -1.20022 0.0 0.0 0.0 -0.39
C -1.07300 0.23184 -2.32729 0.0 0.0 0.0 -0.24
C -1.94032 -0.43315 -3.39638 0.0 0.0 0.0 -0.39
C -2.32792 0.54950 -4.49685 0.0 0.0 0.0 -0.41
C -2.97258 1.80642 -3.91716 0.0 0.0 0.0 -0.21
N -2.11207 2.39901 -2.89715 0.0 0.0 0.0 -0.45
C -1.17906 3.36582 -3.17972 0.0 0.0 0.0 0.68
O -0.11743 3.43219 -2.57628 0.0 0.0 0.0 -0.63
C -1.52181 4.38600 -4.21543 0.0 0.0 0.0 -0.17
C -2.78720 4.93931 -4.34739 0.0 0.0 0.0 -0.18
C -3.02133 5.95081 -5.26637 0.0 0.0 0.0 -0.27
C -2.00028 6.42536 -6.08578 0.0 0.0 0.0 0.12
N -2.18970 7.41379 -7.01548 0.0 0.0 0.0 -0.80
C -0.72082 5.86883 -5.93259 0.0 0.0 0.0 0.31
O 0.25208 6.38918 -6.75175 0.0 0.0 0.0 -0.70
C -0.48562 4.87852 -5.00807 0.0 0.0 0.0 -0.25
C -1.79536 1.47755 -1.81304 0.0 0.0 0.0 -0.22
C -0.58310 -2.67207 4.13495 0.0 0.0 0.0 -0.29
C -1.86909 -3.41699 3.78037 0.0 0.0 0.0 -0.60
H 0.57681 -2.53110 6.74586 0.0 0.0 0.0 0.21
H 2.05530 -3.39862 6.29652 0.0 0.0 0.0 0.22
H 1.65834 -1.86115 5.51331 0.0 0.0 0.0 0.21
H 0.05516 -4.45787 5.22437 0.0 0.0 0.0 0.20
H 1.39103 -1.76570 0.77553 0.0 0.0 0.0 0.42
H -0.06083 0.71068 0.25075 0.0 0.0 0.0 0.22
H 1.22179 0.02613 -0.73970 0.0 0.0 0.0 0.20
H -0.37708 -1.67806 -1.62787 0.0 0.0 0.0 0.20
H -1.65959 -0.98245 -0.64566 0.0 0.0 0.0 0.21
H -0.13782 0.56901 -2.79212 0.0 0.0 0.0 0.21
H -1.41858 -1.29455 -3.82111 0.0 0.0 0.0 0.21
H -2.84877 -0.81993 -2.91745 0.0 0.0 0.0 0.19
H -1.43529 0.84506 -5.05791 0.0 0.0 0.0 0.20
H -3.01536 0.08349 -5.20665 0.0 0.0 0.0 0.21
H -3.16543 2.52947 -4.70315 0.0 0.0 0.0 0.23
H -3.93034 1.55497 -3.44922 0.0 0.0 0.0 0.19
H -3.59383 4.59915 -3.71061 0.0 0.0 0.0 0.22
H -4.00859 6.38947 -5.35008 0.0 0.0 0.0 0.21
H -3.08842 7.83610 -7.13836 0.0 0.0 0.0 0.39
H -1.40749 7.76787 -7.53120 0.0 0.0 0.0 0.41
H 1.09711 5.98079 -6.54046 0.0 0.0 0.0 0.49
H 0.51359 4.47918 -4.87194 0.0 0.0 0.0 0.23
H -2.73784 1.17743 -1.34057 0.0 0.0 0.0 0.19
H -1.19959 2.01607 -1.08230 0.0 0.0 0.0 0.24
H -0.81984 -1.77413 4.70737 0.0 0.0 0.0 0.24
H -2.52098 -2.78341 3.18096 0.0 0.0 0.0 0.24
H -1.64166 -4.32213 3.21399 0.0 0.0 0.0 0.21
H -2.40276 -3.70552 4.68694 0.0 0.0 0.0 0.21
```
Forces are in eV/Å.

Values from the calculation:
Gap between HOMO and LUMO = 8.52 eV
ΔE to the lowest compared entry with this formula, charge and spin = 173.09 kJ/mol
SMILES string = C[C@@H]1ON=C(C(=O)NCC[C@H]2CCCN(C(=O)c3ccc(N)c(O)c3)C2)[C@H]1C
LUMO = 0.737 eV
Total energy = -35345.33131 eV



Formula: CH2N4O
Source: the Open Molecules 2025 dataset
Level of theory: the ωB97M-V functional and the def2-TZVPD basis

The geometry in XYZ format:
```
8
Properties=species:S:1:pos:R:3:forces:R:3:nbo_charge:R:1
C 2.52629 -0.43967 -2.40448 -3.4 -0.1 -0.6 0.49
N -0.56408 0.82781 0.54109 -1.2 3.5 0.8 -0.21
N -1.51425 0.81518 1.33382 -0.3 -0.1 0.1 0.21
N -2.42707 1.05414 1.96665 0.8 -0.4 -0.5 -0.06
N 0.06930 -0.27063 0.09458 2.2 -2.4 0.6 -0.61
O 1.39072 -0.47153 -2.60055 3.4 0.1 0.4 -0.49
H 0.92894 -0.43427 0.66920 -0.3 0.8 -0.7 0.34
H -0.40987 -1.08102 0.39970 -1.2 -1.4 -0.2 0.33
```
Forces are in eV/Å.

Values from the calculation:
Gap between HOMO and LUMO = 9.54 eV
ΔE to the lowest compared entry with this formula, charge and spin = 284.13 kJ/mol
LUMO = 0.476 eV
Total energy = -9073.35323 eV



Formula: C5H10O2
Source: the Open Molecules 2025 dataset
Level of theory: the ωB97M-V functional and the def2-TZVPD basis

The geometry in XYZ format:
```
17
Properties=species:S:1:pos:R:3:forces:R:3:nbo_charge:R:1
C -1.46326 -0.84582 -1.27365 -0.1 0.1 -0.2 -0.28
O -1.06065 -0.69098 0.07978 -0.1 0.3 0.1 -0.49
C 0.36571 -1.17300 0.29421 0.3 -0.3 0.2 -0.16
C 1.27662 -0.11969 -0.11176 0.2 -0.2 -0.2 -0.55
C -0.52977 1.12206 0.49986 -0.2 0.2 0.1 -0.03
C 0.93747 1.18489 0.54599 -0.3 0.0 -0.3 -0.04
O 1.39828 1.35043 1.87683 0.2 -0.1 0.1 -0.73
H -0.71009 -0.40234 -1.93691 -0.1 0.0 0.0 0.19
H -2.42396 -0.34528 -1.38754 0.1 0.0 -0.1 0.20
H -1.58256 -1.90812 -1.51937 0.0 0.2 0.2 0.20
H 0.32877 -1.35620 1.37468 0.1 0.0 -0.1 0.20
H 0.46097 -2.11674 -0.24436 0.1 0.1 0.1 0.21
H 1.59414 -0.07770 -1.14913 0.0 0.0 0.1 0.20
H -1.04360 1.63036 -0.30918 0.0 -0.2 0.0 0.20
H -1.08344 1.01221 1.42747 0.0 0.1 -0.1 0.22
H 1.29099 2.00291 -0.09906 -0.1 -0.1 0.1 0.20
H 2.17168 0.76898 1.91800 -0.1 0.1 0.1 0.48
```
Forces are in eV/Å.

Values from the calculation:
Gap between HOMO and LUMO = 7.54 eV
ΔE to the lowest compared entry with this formula, charge and spin = 553.74 kJ/mol
LUMO = 0.581 eV
Total energy = -9437.30393 eV